# 1
{"formula": "C36H43Cl2N2OOsP3S", "method": "the ωB97M-V functional and the def2-TZVPD basis", "elements": ["Os", "Cl", "Cl", "S", "P", "P", "P", "O", "N", "N", "C", "C", "C", "C", "C", "C", "C", "C", "C", "C", "C", "C", "C", "C", "C", "C", "C", "C", "C", "C", "C", "C", "C", "C", "C", "C", "C", "C", "C", "C", "C", "C", "C", "C", "C", "C", "H", "H", "H", "H", "H", "H", "H", "H", "H", "H", "H", "H", "H", "H", "H", "H", "H", "H", "H", "H", "H", "H", "H", "H", "H", "H", "H", "H", "H", "H", "H", "H", "H", "H", "H", "H", "H", "H", "H", "H", "H", "H", "H"], "xyz": [[-0.361, 0.421, -0.087], [0.640, -1.145, 1.489], [-2.688, -0.010, 0.096], [-0.801, -3.764, -2.318], [-0.644, 1.694, 1.764], [3.512, 2.509, -1.299], [-2.297, 3.900, -2.907], [0.837, 3.056, -2.967], [-0.380, -1.330, -1.443], [-1.236, -2.904, 0.142], [-1.900, 3.007, 1.672], [-1.944, 3.736, -7.489], [3.726, 4.231, -0.880], [0.694, -0.393, -4.927], [-3.052, 4.360, -6.904], [-0.072, 7.797, -1.891], [-1.252, 2.925, -5.315], [-1.883, 2.487, -1.994], [-4.008, 4.382, -2.543], [0.143, -2.753, -4.769], [-6.707, 5.144, -2.587], [-0.055, -1.301, -2.802], [-5.013, 3.405, -2.632], [-2.279, 3.664, -4.707], [-0.878, 6.232, -3.552], [-0.450, 6.921, -0.870], [1.505, 0.799, -0.512], [-0.804, -2.544, -1.071], [-1.301, 5.365, -2.532], [1.780, 2.025, -1.034], [0.384, -0.212, -3.574], [-6.358, 3.789, -2.675], [-4.369, 5.724, -2.330], [-3.243, 4.288, -5.523], [-1.071, 2.973, -6.700], [4.535, 1.522, -0.205], [-0.286, 7.454, -3.231], [0.583, -1.656, -5.519], [-5.712, 6.105, -2.393], [-0.736, 2.053, -1.375], [0.584, 2.809, -1.552], [-1.239, 0.733, 3.206], [0.870, 2.499, 2.392], [3.962, 2.198, -3.004], [-0.191, -2.564, -3.432], [-1.081, 5.717, -1.187], [4.708, 4.550, -1.256], [0.531, 3.965, -3.173], [1.034, 0.463, -5.512], [-0.406, 0.179, 3.649], [0.381, 8.756, -1.643], [-0.242, 2.428, -7.155], [0.841, -1.785, -6.568], [0.050, -3.750, -5.188], [-3.600, 6.471, -2.146], [-4.132, 4.730, -5.076], [-0.277, 7.171, 0.178], [-7.133, 3.033, -2.798], [-2.822, 2.586, 1.258], [-1.045, 5.954, -4.595], [-1.765, 3.834, -8.560], [-2.005, 0.029, 2.867], [4.428, 0.454, -0.437], [0.635, 3.115, 3.270], [3.697, 4.350, 0.212], [-1.528, -3.867, 0.259], [-1.418, 5.050, -0.393], [2.936, 4.839, -1.338], [-5.976, 7.160, -2.308], [-2.736, 1.812, -1.862], [4.183, 1.132, -3.144], [-0.007, 8.138, -4.030], [-4.738, 2.351, -2.699], [1.304, 3.132, 1.610], [-0.586, 2.320, -4.700], [3.125, 2.483, -3.654], [-3.766, 4.914, -7.517], [-1.674, 1.417, 3.944], [4.852, 2.795, -3.245], [1.595, 1.725, 2.667], [5.582, 1.823, -0.347], [-2.090, 3.411, 2.675], [-0.906, -2.372, 0.955], [4.238, 1.696, 0.839], [0.478, 0.763, -3.095], [-7.752, 5.447, -2.673], [2.302, 0.102, -0.232], [-1.545, 3.805, 1.017], [0.484, 3.762, -0.989]], "atomic_forces_ev_per_a": [[-1.5, -1.0, -2.0], [0.7, -0.1, 0.7], [-0.2, 0.1, -0.1], [0.2, 0.5, -0.2], [-0.9, 1.3, 4.0], [-1.3, -0.5, 0.2], [-1.0, 1.4, -1.0], [-0.1, 1.1, 0.7], [-0.5, -1.7, 0.1], [0.1, 0.1, -0.1], [0.1, 0.2, -0.1], [0.1, 0.0, 0.3], [0.2, 0.3, -0.1], [-0.2, -0.2, 0.5], [0.1, -0.2, 0.2], [-0.1, -0.1, -0.2], [0.2, 0.1, 0.0], [1.0, -2.0, 1.6], [-0.3, 0.0, 0.5], [-0.1, 0.3, 0.1], [0.3, -0.1, -0.1], [0.2, -0.7, -0.8], [-0.1, 0.2, -0.2], [-0.1, -0.4, -0.4], [-0.2, -0.2, 0.0], [-0.2, -0.3, -0.1], [1.3, 0.2, -0.7], [0.0, 0.0, -0.4], [0.3, 0.2, 0.2], [0.1, 0.1, -0.4], [0.0, -0.1, 0.3], [0.2, 0.1, 0.1], [0.0, -0.2, -0.3], [0.3, 0.2, 0.2], [-0.3, 0.2, 0.1], [0.1, 0.0, 0.1], [0.0, -0.1, 0.2], [0.0, -0.1, 0.2], [0.0, -0.2, 0.1], [0.5, 0.6, -0.9], [0.5, 0.8, -0.5], [0.0, 0.2, 0.1], [0.0, 0.1, 0.0], [0.2, 0.1, -0.3], [0.2, 0.6, -0.3], [0.1, 0.2, -0.2], [-0.3, 0.1, 0.2], [0.2, -0.6, 0.1], [-0.1, -0.3, 0.1], [-0.2, 0.1, -0.1], [-0.1, -0.2, -0.1], [-0.3, 0.2, 0.1], [-0.1, 0.0, 0.3], [0.1, 0.2, -0.2], [-0.2, -0.1, -0.2], [0.3, 0.1, -0.1], [-0.1, 0.0, -0.3], [0.2, 0.2, 0.1], [0.2, 0.1, 0.1], [0.0, 0.2, 0.3], [-0.1, -0.1, 0.3], [0.1, 0.1, 0.1], [0.1, 0.3, 0.0], [0.1, -0.1, -0.2], [0.0, 0.0, -0.3], [0.1, 0.3, 0.1], [0.0, 0.2, -0.2], [0.2, -0.1, 0.0], [0.1, -0.3, 0.1], [0.0, 0.3, 0.0], [-0.1, 0.3, 0.1], [0.0, -0.2, 0.2], [-0.2, 0.2, -0.1], [0.0, 0.0, 0.1], [-0.1, 0.2, -0.2], [0.2, 0.0, 0.2], [0.2, -0.3, 0.2], [0.1, -0.1, -0.1], [-0.2, -0.2, -0.1], [-0.2, 0.1, -0.1], [-0.2, -0.1, 0.1], [0.1, -0.1, -0.3], [-0.4, -0.4, -0.4], [0.1, 0.0, -0.3], [0.0, -0.4, -0.4], [0.3, -0.1, 0.1], [-0.3, 0.3, 0.0], [-0.1, -0.1, 0.1], [0.2, -0.2, -0.4]], "s_squared": 6.045, "homo_lumo_gap_ha": [0.187, 0.196], "homo_ev": [-9.812, -12.672], "lumo_ha": [-0.173, -0.269], "charge": 2, "energy_ev": -109257.4027, "multiplicity": 5, "largest_force_ev_per_a": 4.3}

---

# 2
{"formula": "C36H43MnN3O3S4", "method": "the ωB97M-V functional and the def2-TZVPD basis", "elements": ["Mn", "S", "S", "S", "S", "O", "O", "O", "N", "N", "N", "C", "C", "C", "C", "C", "C", "C", "C", "C", "C", "C", "C", "C", "C", "C", "C", "C", "C", "C", "C", "C", "C", "C", "C", "C", "C", "C", "C", "C", "C", "C", "C", "C", "C", "C", "C", "H", "H", "H", "H", "H", "H", "H", "H", "H", "H", "H", "H", "H", "H", "H", "H", "H", "H", "H", "H", "H", "H", "H", "H", "H", "H", "H", "H", "H", "H", "H", "H", "H", "H", "H", "H", "H", "H", "H", "H", "H", "H", "H"], "xyz": [[-0.312, 0.063, -0.283], [1.025, 0.109, 1.629], [-3.067, -1.047, 1.358], [2.166, -1.128, -1.618], [1.541, 2.422, 3.333], [-0.055, -2.285, -0.677], [1.317, 0.115, -1.490], [-2.099, -0.124, 0.658], [-1.335, 0.667, -1.994], [0.197, 2.634, 1.083], [-0.314, 1.996, -0.020], [1.468, -2.480, 4.213], [0.008, -3.323, 0.335], [-2.696, -0.964, 3.108], [-0.998, -4.937, -1.632], [-0.792, 2.732, -0.962], [2.655, -1.224, -3.321], [3.576, -2.357, 2.782], [0.547, -6.059, 1.670], [-0.324, -4.687, -0.277], [1.653, -3.950, 2.270], [0.060, -5.336, -2.691], [-1.357, 2.016, -2.097], [1.197, -5.220, 2.558], [2.006, -0.442, -4.263], [-2.206, -0.738, 5.809], [4.052, -2.197, -4.990], [1.215, 4.193, 3.227], [2.463, -3.255, 3.313], [-2.436, 1.923, -4.227], [-2.432, 0.539, -4.116], [-2.085, 0.181, 3.591], [-1.874, -0.036, -2.986], [0.845, -2.411, -1.752], [-1.834, 0.285, 4.953], [-1.892, 2.672, -3.200], [3.410, -1.425, -5.949], [1.423, -3.296, 0.948], [-0.021, -5.838, 0.394], [0.827, 1.825, 1.875], [-3.104, -1.984, 3.960], [-2.846, -1.868, 5.315], [-2.445, -2.712, 0.981], [2.398, -0.548, -5.588], [3.685, -2.091, -3.658], [-1.000, -2.915, 1.420], [-1.961, -3.914, -2.231], [0.692, -3.133, 4.607], [4.207, -2.656, -2.899], [2.908, -4.033, 3.938], [2.138, -3.786, 0.270], [-3.160, -2.652, 5.988], [-1.590, -5.838, -1.461], [-1.567, -2.900, -2.221], [1.011, -1.647, 3.685], [-0.780, 3.814, -0.900], [-2.571, -2.761, -0.097], [0.160, 4.401, 3.372], [1.310, -3.396, -1.806], [0.316, -2.184, -2.681], [0.460, -7.087, 2.003], [4.852, -2.863, -5.276], [3.194, -1.490, 2.249], [4.149, -1.982, 3.628], [-2.861, 2.406, -5.092], [-1.881, 3.751, -3.235], [4.257, -2.910, 2.140], [-0.608, -1.985, 1.846], [-0.351, -6.752, -0.083], [-2.926, -3.924, -1.728], [1.797, 4.650, 4.023], [3.713, -1.498, -6.982], [-2.148, -4.193, -3.267], [0.891, -5.889, -2.262], [-2.859, -0.086, -4.884], [-2.016, -0.649, 6.869], [0.448, -4.468, -3.220], [-1.813, 0.976, 2.915], [-3.132, -3.428, 1.429], [1.541, 4.569, 2.262], [-0.959, -3.658, 2.217], [1.231, 0.247, -3.954], [2.034, -2.080, 5.053], [-0.418, -5.975, -3.430], [-3.627, -2.852, 3.588], [1.721, -2.247, 1.017], [1.477, -5.645, 3.511], [-1.867, -1.113, -2.869], [-1.349, 1.171, 5.338], [1.919, 0.064, -6.339]], "atomic_forces_ev_per_a": [[0.2, -0.3, 0.2], [0.0, -0.2, 0.0], [0.1, -0.1, -0.1], [-0.2, -0.2, 0.1], [0.0, 0.0, 0.0], [0.1, 0.1, 0.3], [0.0, 0.2, -0.3], [-0.3, 0.2, 0.1], [-0.1, 0.3, 0.0], [0.0, 0.1, 0.0], [-0.2, 0.3, -0.5], [0.0, 0.0, 0.0], [0.0, 0.1, 0.0], [0.1, 0.0, -0.1], [0.0, 0.0, 0.1], [0.2, -0.3, 0.5], [0.0, 0.0, 0.1], [0.0, 0.0, 0.1], [0.1, 0.2, 0.1], [0.0, -0.1, 0.0], [0.0, 0.0, 0.0], [0.0, 0.0, -0.1], [-0.1, -0.1, -0.1], [-0.1, -0.1, 0.0], [0.0, 0.0, 0.0], [0.0, 0.0, 0.0], [0.0, 0.0, 0.0], [0.0, -0.1, -0.1], [0.1, -0.2, -0.1], [0.0, -0.2, 0.1], [0.0, 0.1, 0.1], [0.0, -0.1, 0.0], [0.0, 0.0, -0.1], [0.3, 0.2, 0.0], [0.0, 0.0, -0.1], [0.1, -0.1, 0.1], [0.0, 0.0, 0.0], [-0.1, 0.1, 0.0], [-0.1, 0.0, -0.1], [-0.1, 0.0, 0.0], [0.0, 0.0, 0.0], [0.0, 0.0, 0.0], [0.0, 0.1, 0.0], [0.0, 0.0, 0.0], [0.0, 0.1, 0.0], [0.1, 0.0, 0.1], [0.0, 0.1, 0.0], [-0.1, 0.0, 0.0], [0.1, -0.1, 0.1], [0.0, 0.0, 0.0], [0.1, 0.0, 0.0], [0.0, 0.0, 0.0], [0.1, 0.0, 0.0], [-0.1, -0.2, 0.0], [0.0, 0.1, -0.1], [0.0, 0.0, 0.0], [0.0, 0.0, 0.0], [-0.1, 0.0, 0.0], [0.0, 0.1, 0.0], [0.1, 0.0, 0.0], [0.0, -0.1, 0.0], [0.1, 0.0, 0.0], [0.0, 0.1, 0.0], [0.0, 0.0, 0.0], [0.0, 0.0, -0.1], [0.0, 0.1, 0.0], [0.1, 0.0, -0.1], [0.0, 0.0, 0.0], [0.0, 0.0, 0.0], [0.0, 0.0, 0.0], [0.0, 0.0, 0.0], [0.0, 0.0, -0.1], [0.0, 0.0, 0.0], [0.1, -0.1, 0.0], [0.0, -0.1, -0.1], [0.0, 0.0, 0.0], [0.0, -0.1, -0.1], [0.1, 0.1, -0.1], [-0.1, 0.0, 0.0], [0.0, 0.0, 0.0], [0.0, 0.0, 0.0], [0.0, 0.0, 0.0], [0.0, 0.0, 0.0], [0.0, 0.0, 0.0], [-0.1, -0.1, 0.0], [0.0, -0.1, 0.0], [0.0, 0.0, 0.1], [0.0, 0.1, 0.0], [0.0, 0.0, 0.0], [0.0, 0.0, 0.0]], "s_squared": 0.794, "homo_lumo_gap_ha": [0.175, 0.176], "homo_ev": [-12.543, -12.563], "lumo_ha": [-0.286, -0.286], "relative_energy_kcal_mol": 15.2, "charge": 2, "energy_ev": -123287.7351, "multiplicity": 2, "largest_force_ev_per_a": 0.7}